Entry 1:
70
Properties=species:S:1:pos:R:3 method="wB97M-V/def2-TZVPD" e_homo_ha=0.0343 total_charge=-2 multiplicity=1 homo_lumo_gap_ha=0.1189
Cu 11.71 5.33 -19.08
O 10.47 4.30 -17.30
O 14.03 6.20 -18.94
O 12.40 7.58 -18.59
O 13.80 4.71 -21.39
O 11.83 -0.49 -19.61
O 10.73 2.87 -22.72
O 9.02 7.80 -21.92
O 14.28 7.90 -17.65
N 10.72 5.14 -21.31
N 11.95 2.71 -18.87
C 12.20 1.85 -20.01
C 9.12 4.68 -17.54
C 8.61 8.81 -21.04
C 14.22 5.98 -23.31
C 15.15 3.58 -23.01
C 11.10 2.52 -24.03
C 12.30 -1.79 -19.40
C 13.68 7.43 -18.70
C 14.76 4.90 -22.39
C 10.77 3.00 -16.75
C 10.76 6.15 -22.41
C 12.86 0.48 -19.78
C 9.39 3.34 -22.58
C 10.90 2.12 -17.98
C 9.42 4.39 -21.43
C 10.40 7.50 -21.88
B 14.41 3.50 -17.08
H 11.49 -2.50 -19.58
H 13.55 0.20 -20.59
H 12.65 -1.79 -18.37
H 13.91 2.50 -16.86
H 15.01 6.38 -23.95
H 7.62 9.17 -21.30
H 11.32 4.44 -21.74
H 9.89 2.20 -18.38
H 15.92 3.68 -23.78
H 13.18 -2.13 -19.97
H 12.81 2.81 -18.33
H 13.51 5.64 -24.08
H 14.08 5.30 -20.64
H 12.90 2.46 -20.59
H 8.44 4.61 -16.68
H 14.99 3.93 -16.20
H 12.12 2.13 -24.02
H 11.32 1.79 -20.65
H 15.57 5.43 -21.88
H 14.26 3.17 -23.49
H 13.66 4.22 -17.54
H 15.16 3.37 -17.93
H 8.66 8.34 -20.06
H 11.72 6.08 -22.91
H 13.82 6.85 -22.80
H 8.65 4.10 -18.33
H 9.12 5.76 -17.72
H 13.63 0.55 -19.00
H 11.16 3.42 -24.66
H 9.42 3.74 -20.55
H 8.67 2.52 -22.60
H 8.60 5.11 -21.41
H 10.03 5.93 -23.20
H 9.27 9.68 -20.96
H 11.73 3.25 -16.31
H 10.94 7.77 -20.97
H 15.45 2.91 -22.21
H 10.44 1.81 -24.54
H 10.78 8.09 -22.72
H 9.15 3.91 -23.48
H 11.05 1.06 -17.76
H 10.05 2.77 -15.96

***

Entry 2:
74
Properties=species:S:1:pos:R:3 method="wB97M-V/def2-TZVPD" de_lowest_ev=2.141 e_homo_ha=-0.2394 multiplicity=1 homo_lumo_gap_ha=0.2413
K -1.58 -1.14 1.01
P -2.52 1.71 -1.79
P 1.96 -0.52 2.65
F -2.55 -2.76 -2.56
F -1.29 -4.09 -3.60
F -2.93 -4.88 -2.42
O -1.62 -3.97 0.17
O -2.67 0.56 -0.87
O 1.05 -0.35 1.54
O -0.25 -2.70 -1.07
N 3.61 -0.11 2.29
N 1.99 -2.16 3.16
N -4.09 2.38 -2.22
N -1.74 1.32 -3.25
N 1.54 0.35 4.07
N -1.55 2.98 -1.24
C -0.98 0.16 -3.38
C 2.37 0.40 5.32
C -4.96 1.65 -3.12
C 2.72 -2.57 4.35
C 0.84 -2.69 -2.04
C 0.17 0.77 4.22
C 4.31 -0.88 1.27
C -1.62 4.36 -1.79
C 1.57 -3.22 2.29
C -4.79 3.20 -1.20
C 1.93 -1.63 -1.59
C -1.99 -3.89 -2.46
C 4.10 1.32 2.41
C -1.57 2.36 -4.23
C -0.34 2.62 -0.51
C -1.08 -3.88 -1.12
H -5.66 3.71 -1.60
H 0.11 0.21 -3.38
H -0.04 1.45 3.39
H -5.06 2.48 -0.42
H -4.16 3.99 -0.80
H -0.48 1.72 0.09
H -2.52 2.89 -4.31
H 1.85 -2.90 1.28
H -4.47 0.99 -3.84
H 5.36 -0.64 1.40
H -5.65 2.38 -3.55
H -1.52 1.89 -5.21
H 2.30 -1.86 -0.59
H 2.12 -4.15 2.45
H -1.32 -0.35 -4.28
H -0.55 -0.05 4.16
H 3.47 1.84 3.14
H 1.29 -3.66 -2.22
H 4.26 -1.97 1.33
H 1.94 1.21 5.91
H -1.57 5.10 -0.99
H 0.49 -3.39 2.23
H 3.52 -1.87 4.59
H -0.03 3.49 0.07
H 0.47 2.34 -1.19
H 1.59 -0.60 -1.49
H 4.00 1.81 1.44
H 2.37 -0.47 5.97
H 3.42 0.44 5.03
H -0.79 3.07 -4.00
H -1.18 -0.59 -2.60
H -2.55 4.40 -2.36
H -5.47 0.93 -2.49
H 5.14 1.30 2.71
H -0.74 4.52 -2.40
H -0.48 -4.79 -1.21
H 0.45 -2.35 -3.01
H 2.05 -2.63 5.20
H 3.21 -3.54 4.19
H 4.02 -0.70 0.23
H 2.74 -1.61 -2.31
H 0.04 1.26 5.18

***

Entry 3:
72
Properties=species:S:1:pos:R:3 method="wB97M-V/def2-TZVPD" e_homo_ha=-0.3122 multiplicity=1 homo_lumo_gap_ha=0.3270
P -5.61 1.93 -3.29
P -7.78 1.16 -2.74
F -3.68 -0.91 -2.21
O -4.08 2.56 -3.54
O -6.26 2.89 -4.40
O -7.77 1.04 -1.10
O 7.02 0.73 -0.21
O -0.66 -2.48 0.89
O -0.11 0.52 1.10
O 0.25 -0.87 3.79
O 4.89 -1.87 0.91
O -7.92 -0.43 -3.05
O 7.03 -0.46 2.59
N -8.91 2.02 -3.35
C 8.14 0.27 0.51
C -1.79 -3.05 0.26
C 0.13 -1.68 0.03
C -2.85 2.26 -1.42
C -0.47 0.32 3.54
C 7.05 2.11 -0.48
C 0.77 -0.53 0.77
C 5.67 -0.14 2.42
C -5.10 0.24 -3.75
C 4.70 -3.27 0.86
C 7.77 -0.86 1.44
C -5.01 -0.73 -2.57
C -3.38 3.21 -2.49
C 4.76 -1.33 2.21
C -1.05 0.32 2.14
C 1.42 -0.70 4.56
H 4.98 -2.09 2.97
H -5.57 2.46 -1.98
H -2.40 -3.49 1.04
H -7.92 -0.97 -2.24
H 4.98 -3.60 -0.14
H -2.54 3.71 -2.97
H 7.27 -1.66 0.90
H 3.72 -1.00 2.36
H 1.19 -0.48 5.61
H -7.54 1.88 -0.67
H -2.69 2.84 -0.50
H 8.71 -1.27 1.84
H -2.37 -2.29 -0.27
H 1.33 -0.89 1.64
H -1.50 -3.83 -0.45
H 1.97 -1.63 4.50
H 5.33 -3.79 1.59
H 5.37 0.32 3.37
H 0.19 1.20 3.65
H 8.59 1.08 1.10
H 8.90 -0.11 -0.19
H -5.77 -0.15 -4.52
H -9.64 1.51 -3.83
H 7.24 2.69 0.43
H 2.04 0.11 4.15
H -4.10 0.31 -4.18
H -3.58 1.49 -1.15
H -5.40 -1.71 -2.84
H -3.99 4.01 -2.04
H -1.29 0.41 4.26
H -1.72 1.19 2.08
H 3.65 -3.54 1.04
H 1.49 -0.08 0.07
H -6.87 2.43 -5.01
H 0.93 -2.29 -0.41
H -1.90 1.81 -1.69
H -0.49 -1.28 -0.79
H 7.82 2.37 -1.22
H -5.53 -0.37 -1.67
H -1.65 -0.57 1.98
H 6.07 2.39 -0.87
H 5.52 0.59 1.63

***

Entry 4:
74
Properties=species:S:1:pos:R:3 method="wB97M-V/def2-TZVPD" e_homo_ha="-0.3604 / -0.3636" total_charge=+1 multiplicity=5 homo_lumo_gap_ha="0.2929 / 0.2960"
Fe 9.92 9.52 10.11
O 10.94 9.29 8.18
O 8.56 10.17 11.81
O 10.04 12.04 9.99
O 9.36 7.21 9.69
O 8.28 9.90 8.78
O 11.26 9.03 11.48
N 10.66 14.18 9.55
N 12.60 8.70 11.29
N 7.29 9.68 13.56
N 11.04 12.54 7.98
N 11.24 8.22 6.18
N 12.50 7.70 8.08
N 6.73 11.07 10.02
N 6.34 10.55 7.85
N 9.64 9.31 13.59
C 14.27 7.08 12.01
C 12.61 7.61 13.75
C 14.97 9.32 11.41
C 13.51 10.88 10.38
C 7.21 10.50 8.87
C 11.95 6.37 11.68
C 15.18 8.18 12.39
C 11.50 8.46 7.48
C 8.52 9.73 12.99
C 12.85 7.54 12.15
C 8.02 5.43 8.62
C 13.52 9.89 11.50
C 8.05 6.84 9.36
C 10.53 12.87 9.22
C 7.22 6.68 10.67
C 13.12 10.71 12.83
H 5.51 11.09 7.99
H 15.03 8.86 10.42
H 11.98 7.84 5.65
H 10.05 6.62 9.41
H 16.25 7.94 12.38
H 9.69 8.83 14.44
H 6.47 9.98 7.05
H 14.95 8.50 13.40
H 12.15 5.43 12.24
H 8.15 4.59 9.23
H 12.69 7.97 9.02
H 11.53 13.21 7.39
H 5.99 11.73 10.03
H 14.42 6.77 10.98
H 15.69 10.11 11.43
H 12.59 11.44 10.51
H 10.66 14.50 10.52
H 11.08 11.57 7.75
H 7.01 5.35 8.13
H 7.51 5.88 11.31
H 12.91 8.56 14.24
H 10.64 8.82 5.67
H 8.79 5.26 7.86
H 12.12 6.17 10.56
H 14.33 11.53 10.57
H 7.25 7.63 11.28
H 13.68 10.44 9.36
H 6.17 6.51 10.41
H 10.42 9.19 12.91
H 13.17 6.83 14.23
H 6.53 10.05 12.99
H 11.13 14.74 8.84
H 13.39 11.76 12.74
H 14.34 6.21 12.58
H 12.04 10.62 13.06
H 7.49 7.62 8.77
H 13.19 7.15 7.59
H 13.75 10.38 13.66
H 10.88 6.56 11.83
H 11.56 7.38 14.02
H 7.42 11.09 10.79
H 7.11 9.44 14.50

***

Entry 5:
66
Properties=species:S:1:pos:R:3 method="wB97M-V/def2-TZVPD" e_homo_ha=-0.1625 total_charge=-1 multiplicity=1 homo_lumo_gap_ha=0.2509
Nb 5.27 2.29 0.68
O -1.53 -2.47 0.12
O -2.51 3.55 -4.66
O -0.89 3.97 -1.19
O 2.25 1.12 0.63
O 0.32 -4.19 1.86
O -1.64 1.38 -2.66
O -2.17 -5.96 1.58
C 1.86 1.52 2.99
C -0.16 -2.76 -0.07
C -2.85 2.10 -2.76
C 1.89 0.53 1.84
C -2.43 -7.34 1.52
C -0.10 2.81 -1.39
C -1.47 -5.60 2.75
C -0.85 4.39 0.15
C -1.78 -1.08 0.05
C -3.24 2.44 -4.18
C 0.17 -4.13 0.45
C -2.57 3.66 -6.06
C -0.86 -4.22 2.63
C -0.44 2.15 -2.70
C 2.24 0.96 4.35
C 3.57 0.82 0.14
H 0.47 -2.02 0.44
H 1.14 -4.42 0.06
H 0.86 1.93 3.06
H -0.66 -6.32 2.95
H -1.98 4.54 -6.33
H -1.24 -0.55 0.85
H 2.88 0.09 4.23
H -1.46 5.29 0.24
H 0.17 4.61 0.48
H 2.53 2.33 2.72
H -4.32 2.66 -4.20
H 6.39 0.94 0.08
H -3.62 1.42 -2.37
H 0.08 -2.72 -1.14
H 3.49 0.96 -0.94
H 5.22 3.22 -0.93
H -1.61 -3.52 2.24
H -3.04 -7.68 2.36
H 6.71 3.21 1.41
H -1.26 3.61 0.82
H 3.77 -0.23 0.32
H -3.60 3.79 -6.41
H -1.49 -7.92 1.51
H -0.48 2.89 -3.50
H 2.79 1.68 4.94
H 0.89 0.13 1.70
H -2.15 -5.60 3.62
H 2.55 -0.30 2.08
H 0.96 3.08 -1.39
H -1.48 -0.65 -0.91
H -2.85 -0.94 0.19
H 4.00 3.58 1.09
H -2.14 2.78 -6.55
H -0.26 2.10 -0.57
H -2.97 -7.52 0.59
H 0.34 1.43 -2.92
H -0.57 -3.91 3.63
H -2.83 3.01 -2.15
H 4.96 1.72 2.41
H 1.38 0.65 4.93
H -3.06 1.56 -4.81
H -0.58 -4.85 0.11

***

Entry 6:
75
Properties=species:S:1:pos:R:3 method="wB97M-V/def2-TZVPD" de_lowest_ev=0.000 e_homo_ha="-0.6096 / -0.6096" total_charge=+3 multiplicity=1 homo_lumo_gap_ha="0.2501 / 0.2500"
Pd 1.34 -0.06 -1.71
As -0.49 0.70 -2.98
P 3.47 0.06 -0.27
Si -4.48 0.08 -1.75
Si -0.37 -3.01 -2.05
Si 0.58 1.15 -5.18
O 1.86 2.14 -2.06
O -0.23 2.43 -2.17
O -0.54 -1.68 -0.90
O -2.71 -1.11 -1.22
N 5.02 0.92 1.81
N -1.47 -0.05 0.33
N -0.22 0.16 0.95
N 6.25 0.33 -0.20
N 5.29 -1.40 1.21
N 0.95 2.95 -2.14
C 0.31 2.97 -5.44
C 5.08 0.45 -1.13
C 6.12 1.30 0.99
C -0.89 -4.52 -1.14
C -1.62 -0.96 -0.64
C -5.26 -0.56 -0.21
C 4.03 -1.53 0.49
C 5.19 -0.44 2.31
C 2.35 0.58 -5.01
C -1.30 -2.64 -3.60
C 3.72 1.16 1.20
C 6.39 -1.10 0.37
C -4.61 -0.92 -3.28
C -0.44 0.05 -6.27
C -3.97 1.84 -1.86
C 1.47 -2.94 -2.36
H 3.65 2.21 0.89
H 2.96 0.96 -5.84
H 2.40 -0.51 -5.03
H 7.10 0.55 -0.72
H 2.93 0.98 1.93
H 5.99 2.30 0.58
H -5.65 -0.94 -3.63
H 7.32 -1.11 0.92
H -4.76 -1.48 0.10
H 4.35 -0.70 2.95
H 4.13 -2.28 -0.30
H -0.24 -1.01 -6.10
H 6.45 -1.78 -0.48
H -0.25 1.08 1.38
H -0.33 -4.65 -0.22
H -4.68 2.46 -1.31
H -0.91 -1.77 -4.13
H -2.99 1.99 -1.40
H -0.20 0.25 -7.32
H -4.00 -0.51 -4.09
H -0.72 -5.41 -1.76
H -1.96 -4.50 -0.90
H 1.91 -1.93 -2.51
H -4.32 -1.95 -3.08
H -1.51 0.23 -6.15
H 5.22 -0.21 -1.98
H 3.26 -1.90 1.17
H -0.75 3.19 -5.56
H 0.70 3.59 -4.64
H 6.10 -0.49 2.91
H -6.31 -0.81 -0.38
H 5.06 1.48 -1.50
H -2.30 0.32 0.76
H 2.03 -3.40 -1.54
H -1.21 -3.49 -4.28
H 2.81 0.95 -4.08
H -2.36 -2.48 -3.41
H -5.23 0.17 0.61
H 0.81 3.27 -6.37
H 7.06 1.23 1.54
H -0.09 -0.53 1.69
H 1.71 -3.50 -3.27
H -3.92 2.18 -2.89

***

no.,E_tot (a.u.)
1,-3011.26398
2,-2846.63711
3,-2224.45057
4,-2842.77855
5,-1218.09506
6,-4837.55001